(1)
A cluster of 2 separate species, C4H12 in total, computed with ωB97M-V/def2-TZVPD.

## Properties
net charge	0
SMILES string	CC.CC
DFT total energy	-159.5813	hartree
LUMO level	1.2	eV

Bonds (Å) are listed after each position.
Atoms and positions in Å:
1 C -1.9785 -0.1981 0.3827  C2 1.526, H3 1.084, H4 1.091, H5 1.093
2 C -1.4642 -1.4024 1.1671  C1 1.526, H6 1.090, H7 1.093, H8 1.092
3 H -2.9836 -0.3328 -0.0001  C1 1.084
4 H -1.8794 0.7071 0.9828  C1 1.091
5 H -1.3262 0.0054 -0.4708  C1 1.093
6 H -1.7664 -2.3460 0.7141  C2 1.090
7 H -1.8572 -1.4113 2.1870  C2 1.093
8 H -0.3750 -1.4254 1.2361  C2 1.092
9 C 1.4869 1.4629 -0.4158  C10 1.538, H11 1.084, H12 1.083, H13 1.093
10 C 1.9066 0.1513 -1.1001  C9 1.538, H14 1.094, H15 1.095, H16 1.086
11 H 2.3221 1.8841 0.1320  C9 1.084
12 H 1.1782 2.1647 -1.1806  C9 1.083
13 H 0.6909 1.2492 0.3022  C9 1.093
14 H 2.4724 0.3525 -2.0151  C10 1.094
15 H 2.5468 -0.4798 -0.4742  C10 1.095
16 H 1.0267 -0.3814 -1.4474  C10 1.086

The net atomic charges from natural (NBO), expressed in e, are: number 1, C, carries -0.61; number 2, C, carries -0.61; number 3, H, carries 0.21; number 4, H, carries 0.20; number 5, H, carries 0.20; number 6, H, carries 0.20; number 7, H, carries 0.20; number 8, H, carries 0.20; number 9, C, carries -0.61; number 10, C, carries -0.61; number 11, H, carries 0.20; number 12, H, carries 0.20; number 13, H, carries 0.20; number 14, H, carries 0.20; number 15, H, carries 0.20; number 16, H, carries 0.20

(2)
A cluster of 2 separate species, C4H12 in total at a distorted geometry, computed with ωB97M-V/def2-TZVPD.

## Properties
net charge	0
SMILES string	CC.CC
DFT total energy	-159.5598	hartree
LUMO level	1.1	eV

Bonds (Å) are listed after each position.
Atoms and positions in Å:
1 C 0.9337 -3.0094 -0.6941  C2 1.536, H3 1.093, H4 1.075, H5 1.082
2 C 1.1047 -1.5868 -0.1401  C1 1.536, H6 1.091, H7 1.101, H8 1.085
3 H 0.7359 -2.9502 -1.7675  C1 1.093
4 H 1.8595 -3.5430 -0.5756  C1 1.075
5 H -0.0133 -3.3712 -0.3152  C1 1.082
6 H 2.0999 -1.1417 -0.1696  C2 1.091
7 H 0.9555 -1.6397 0.9497  C2 1.101
8 H 0.3554 -0.8620 -0.4404  C2 1.085
9 C -0.9392 3.0455 0.2677  C10 1.527, H11 1.096, H12 1.073, H13 1.087
10 C -1.0974 1.5538 0.5541  C9 1.527, H14 1.094, H15 1.081, H16 1.106
11 H -1.6200 3.3181 -0.5471  C9 1.096
12 H -1.2555 3.5944 1.1340  C9 1.073
13 H 0.0466 3.3655 -0.0592  C9 1.087
14 H -1.9948 1.3475 1.1441  C10 1.094
15 H -0.9269 0.8324 -0.2323  C10 1.081
16 H -0.4989 1.3839 1.4686  C10 1.106

The net atomic charges from natural (NBO), expressed in e, are: number 1, C, carries -0.62; number 2, C, carries -0.61; number 3, H, carries 0.20; number 4, H, carries 0.21; number 5, H, carries 0.21; number 6, H, carries 0.20; number 7, H, carries 0.20; number 8, H, carries 0.20; number 9, C, carries -0.60; number 10, C, carries -0.62; number 11, H, carries 0.20; number 12, H, carries 0.20; number 13, H, carries 0.20; number 14, H, carries 0.21; number 15, H, carries 0.21; number 16, H, carries 0.20

(3)
A cluster of 2 separate species, C4H12 in total at a distorted geometry, computed with ωB97M-V/def2-TZVPD.

## Properties
net charge	0
SMILES string	CC.CC
DFT total energy	-159.5531	hartree
LUMO level	1.2	eV

Bonds (Å) are listed after each position.
Atoms and positions in Å:
1 C 1.6000 0.6605 0.3259  C2 1.495, H3 1.098, H4 1.113, H5 1.079
2 C 1.2645 1.5032 -0.8631  C1 1.495, H6 1.090, H7 1.121, H8 1.081
3 H 1.2004 -0.3236 0.0480  C1 1.098
4 H 2.6508 0.3921 0.5746  C1 1.113
5 H 1.1882 1.0716 1.2343  C1 1.079
6 H 1.2239 0.9892 -1.8234  C2 1.090
7 H 0.3707 2.1798 -0.8846  C2 1.121
8 H 1.9867 2.2834 -1.0571  C2 1.081
9 C -1.5063 -1.2378 -0.4730  C10 1.508, H11 1.155, H12 1.070, H13 1.090
10 C -1.4996 -0.9529 1.0073  C9 1.508, H14 1.131, H15 1.098, H16 1.088
11 H -0.3811 -1.3622 -0.7001  C9 1.155
12 H -1.9288 -2.2032 -0.6595  C9 1.070
13 H -1.7216 -0.3366 -1.0470  C9 1.090
14 H -1.2914 -1.8194 1.7041  C10 1.131
15 H -2.4600 -0.5968 1.4038  C10 1.098
16 H -0.6962 -0.2473 1.2099  C10 1.088

The net atomic charges from natural (NBO), expressed in e, are: number 1, C, carries -0.63; number 2, C, carries -0.63; number 3, H, carries 0.21; number 4, H, carries 0.21; number 5, H, carries 0.21; number 6, H, carries 0.21; number 7, H, carries 0.21; number 8, H, carries 0.21; number 9, C, carries -0.62; number 10, C, carries -0.61; number 11, H, carries 0.19; number 12, H, carries 0.22; number 13, H, carries 0.22; number 14, H, carries 0.20; number 15, H, carries 0.20; number 16, H, carries 0.21

(4)
A cluster of 2 separate species, C4H12 in total at a distorted geometry, computed with ωB97M-V/def2-TZVPD.

## Properties
net charge	0
SMILES string	CC.CC
DFT total energy	-159.5178	hartree
LUMO level	1.1	eV

Bonds (Å) are listed after each position.
Atoms and positions in Å:
1 C -0.9916 -0.6358 -1.7737  C2 1.579, H3 1.253, H4 1.017, H5 1.054
2 C -0.8641 -2.1286 -1.2744  C1 1.579, H6 1.087, H7 1.110, H8 1.102
3 H -1.7908 0.0031 -1.0505  C1 1.253
4 H -0.1287 -0.1075 -1.6744  C1 1.017
5 H -1.3274 -0.5037 -2.7637  C1 1.054
6 H 0.0018 -2.7756 -1.1578  C2 1.087
7 H -1.7000 -2.6928 -1.7385  C2 1.110
8 H -1.2488 -2.2699 -0.2511  C2 1.102
9 C 0.4500 1.2251 1.9372  C10 1.479, H11 1.039, H12 1.033, H13 1.055
10 C 1.6024 1.5868 1.0831  C9 1.479, H14 1.101, H15 1.089, H16 1.226
11 H 0.5234 0.8516 2.9045  C9 1.039
12 H -0.1884 2.0364 1.9702  C9 1.033
13 H -0.1750 0.5882 1.3746  C9 1.055
14 H 2.0417 2.5788 1.2687  C10 1.101
15 H 2.2910 0.7659 1.2801  C10 1.089
16 H 1.5044 1.4782 -0.1342  C10 1.226

The net atomic charges from natural (NBO), expressed in e, are: number 1, C, carries -0.58; number 2, C, carries -0.65; number 3, H, carries 0.19; number 4, H, carries 0.20; number 5, H, carries 0.21; number 6, H, carries 0.22; number 7, H, carries 0.21; number 8, H, carries 0.21; number 9, C, carries -0.63; number 10, C, carries -0.60; number 11, H, carries 0.21; number 12, H, carries 0.20; number 13, H, carries 0.21; number 14, H, carries 0.21; number 15, H, carries 0.20; number 16, H, carries 0.20

Highest occupied orbital energy per entry: -11.787; -11.187; -11.147; -11.307 eV
Energy above the lowest of the compared OMol25 structures with the same formula, charge and spin per entry: 9.6; 66.1; 83.7; 176.5 kJ/mol